{"formula": "C7H8N", "method": "ωB97M-V/def2-TZVPD", "multiplicity": 3, "homo_ev": [-11.8, -14.9], "e_above_lowest_kj_mol": 224.9, "orbital_gap_ev": [7.123, 6.833], "charge": 1, "species": ["C", "C", "C", "C", "C", "C", "C", "N", "H", "H", "H", "H", "H", "H", "H", "H"], "positions_angstrom": [[-0.8846, 1.2229, 0.0925], [-2.1160, 0.1434, -0.0744], [0.4940, 1.1703, 0.0535], [1.3237, 0.1585, -0.0171], [-2.5291, -1.1234, 0.5747], [-1.6616, -0.9645, -0.6687], [2.8052, 0.2617, 0.0122], [-1.9866, 1.6167, -0.0029], [0.8102, 2.2271, 0.0408], [0.8466, -0.8615, -0.0664], [-2.0778, -1.5497, 1.4161], [-3.6569, -1.3704, 0.4766], [-1.0907, -1.3306, -1.5674], [3.0692, -0.3455, -0.9732], [3.2447, -0.4639, 0.7467], [3.4097, 1.2090, -0.0432]]}

{"formula": "CH8ClNSi2", "method": "ωB97M-V/def2-TZVPD", "multiplicity": 3, "homo_ev": [-5.4, -10.6], "e_above_lowest_kj_mol": 17.2, "orbital_gap_ev": [6.058, 7.742], "species": ["C", "N", "Si", "Si", "Cl", "H", "H", "H", "H", "H", "H", "H", "H"], "positions_angstrom": [[0.4525, 2.8272, 0.4230], [-0.8350, -0.0339, -0.1230], [-1.3527, -1.6634, 0.3066], [-0.5092, 1.4928, -0.5555], [2.9577, -2.9689, -0.3544], [0.6608, 2.3727, 1.3554], [1.2723, 2.8062, -0.3005], [0.0027, 3.7711, 0.3907], [2.2686, -3.9363, -0.4545], [-0.3944, -2.4660, 1.1943], [-1.5448, -2.5805, -0.9364], [-2.5774, -1.7242, 0.9845], [-0.4012, 2.1032, -1.9300]]}

{"formula": "CH6BNO", "method": "ωB97M-V/def2-TZVPD", "homo_ev": -8.6, "e_above_lowest_kj_mol": 255.2, "orbital_gap_ev": 8.875, "species": ["B", "C", "N", "O", "H", "H", "H", "H", "H", "H"], "positions_angstrom": [[-0.5172, 0.2472, 0.0509], [-0.3836, -1.3095, 0.2133], [1.5783, 1.0633, 0.1156], [-1.5785, 0.9796, -0.0808], [-0.8074, -1.8436, -0.6391], [-0.9129, -1.6431, 1.0999], [0.6502, -1.6224, 0.3213], [1.4739, 1.8618, -0.5179], [2.0375, 0.3348, -0.4278], [-1.5404, 1.9318, -0.1354]]}

{"formula": "H12O6", "method": "ωB97M-V/def2-TZVPD", "homo_ev": -8.2, "e_above_lowest_kj_mol": 703.4, "orbital_gap_ev": 7.916, "species": ["O", "H", "H", "O", "H", "H", "O", "H", "H", "O", "H", "H", "O", "H", "H", "O", "H", "H"], "positions_angstrom": [[-0.2136, 0.1180, 0.0522], [-1.1135, 0.0803, -0.2720], [0.2554, 0.6367, -0.6014], [1.1034, 1.0048, -1.5023], [1.7494, 1.2084, -0.8259], [0.8613, 1.8560, -1.8669], [2.2618, -0.9913, -1.5535], [3.0540, -0.4543, -1.5379], [1.5575, -0.3869, -1.3190], [-2.3889, 0.3618, 0.2648], [-3.0637, -0.0219, -0.2952], [-2.8758, 0.7825, 0.9735], [0.1771, 0.0308, 2.1229], [-0.2271, 0.0469, 1.2554], [-0.3736, 0.6052, 2.6550], [0.0620, -1.8532, 0.7932], [-0.1188, -1.0488, 0.3071], [-0.7070, -1.9750, 1.3501]]}

{"formula": "C4H6O", "method": "ωB97M-V/def2-TZVPD", "homo_ev": -9.3, "e_above_lowest_kj_mol": 168.4, "orbital_gap_ev": 10.499, "species": ["C", "C", "C", "O", "C", "H", "H", "H", "H", "H", "H"], "positions_angstrom": [[-1.1440, -0.4945, -0.1109], [-0.0058, -0.0280, 0.7473], [1.2771, -0.1695, -0.0804], [0.7502, 0.6603, -1.1424], [-0.4508, 0.8030, -0.4102], [-2.1611, -0.3595, 0.2535], [-0.9362, -1.4385, -0.5974], [-0.0717, 0.1171, 1.8162], [1.5609, -1.1590, -0.4662], [2.1413, 0.3062, 0.3905], [-0.9599, 1.7624, -0.4000]]}

{"formula": "C24H33AsN5O3Zn", "method": "ωB97M-V/def2-TZVPD", "homo_ev": -10.1, "e_above_lowest_kj_mol": 38.9, "orbital_gap_ev": 6.868, "charge": 1, "species": ["Zn", "C", "C", "C", "C", "N", "C", "C", "C", "C", "C", "C", "N", "C", "C", "C", "C", "C", "N", "H", "H", "H", "H", "H", "H", "H", "H", "H", "H", "H", "C", "C", "As", "C", "C", "C", "C", "H", "H", "H", "H", "H", "H", "H", "H", "H", "H", "H", "H", "H", "H", "H", "N", "C", "N", "O", "H", "H", "H", "H", "C", "O", "C", "O", "H", "H", "H"], "positions_angstrom": [[-0.9608, -0.0017, 0.0954], [1.5030, -3.7493, -0.2553], [0.6265, -4.6378, -0.8510], [-0.6571, -4.2157, -1.1611], [-1.0213, -2.9101, -0.8748], [-0.1672, -2.0489, -0.3070], [1.0631, -2.4613, 0.0005], [-2.3880, -2.3742, -1.1373], [-3.3816, -3.0859, -1.7879], [-4.6230, -2.4925, -1.9473], [-4.8432, -1.2185, -1.4554], [-3.7988, -0.5599, -0.8234], [-2.6042, -1.1410, -0.6784], [-3.9381, 0.8032, -0.2385], [-4.8737, 1.7170, -0.6943], [-4.9190, 2.9659, -0.0951], [-4.0354, 3.2526, 0.9324], [-3.1238, 2.2800, 1.3082], [-3.0744, 1.0805, 0.7371], [2.5120, -4.0380, 0.0053], [0.9327, -5.6523, -1.0697], [-1.3583, -4.9006, -1.6146], [1.7082, -1.7215, 0.4538], [-3.2023, -4.0801, -2.1695], [-5.4186, -3.0299, -2.4467], [-5.8121, -0.7489, -1.5443], [-5.5333, 1.4736, -1.5164], [-5.6285, 3.7086, -0.4347], [-4.0421, 4.2145, 1.4259], [-2.3878, 2.4717, 2.0809], [4.3346, -1.2416, -1.8713], [4.4277, -0.4584, -0.5625], [2.8339, 0.6716, -0.2684], [3.3503, 2.1614, -1.4418], [4.5272, 3.0090, -0.9695], [3.3442, 1.3792, 1.4878], [2.9624, 0.4046, 2.5995], [5.1918, -1.9042, -2.0051], [4.3033, -0.5725, -2.7335], [3.4289, -1.8536, -1.9076], [5.3248, 0.1634, -0.5460], [4.5055, -1.1424, 0.2877], [2.4601, 2.7763, -1.5703], [3.5671, 1.7074, -2.4111], [4.2846, 3.5509, -0.0556], [4.7946, 3.7457, -1.7290], [5.4159, 2.4052, -0.7752], [2.8086, 2.3219, 1.6080], [4.4136, 1.5891, 1.5014], [1.8876, 0.2052, 2.5876], [3.2217, 0.8061, 3.5812], [3.4833, -0.5509, 2.4940], [-0.5860, -0.5603, 4.3395], [-0.7673, -1.0658, 3.1043], [-1.0368, -2.3879, 3.0018], [-0.6716, -0.3359, 2.1094], [-0.5771, -1.1294, 5.1659], [-0.3048, 0.4016, 4.4109], [-1.2103, -2.9649, 3.8046], [-1.2454, -2.7553, 2.0911], [-0.9894, 3.7330, -1.7935], [-1.2183, 2.3642, -1.4276], [-0.4109, 1.8545, -0.4454], [0.4238, 2.5592, 0.0744], [-1.5206, 3.8849, -2.7282], [0.0722, 3.9300, -1.9197], [-1.3821, 4.3989, -1.0249]]}

{"formula": "C10H27INO4", "method": "ωB97M-V/def2-TZVPD", "homo_ev": -4.2, "e_above_lowest_kj_mol": 37.9, "orbital_gap_ev": 7.171, "charge": -1, "species": ["I", "C", "O", "H", "H", "H", "H", "C", "O", "C", "C", "N", "C", "C", "O", "C", "H", "H", "H", "H", "H", "H", "H", "H", "H", "H", "H", "H", "H", "H", "H", "C", "C", "C", "O", "H", "H", "H", "H", "H", "H", "H", "H"], "positions_angstrom": [[-1.4541, 0.6029, -0.2800], [1.5791, 2.7942, -1.8198], [1.6862, 2.1915, -0.5407], [0.5345, 3.0579, -2.0106], [2.2033, 3.6887, -1.7937], [1.9132, 2.1402, -2.6364], [0.8767, 1.6587, -0.3868], [1.4910, -1.4703, -2.5183], [1.4250, -1.9437, -1.1856], [2.4487, -1.3942, -0.3828], [1.8702, -1.1692, 1.0009], [1.0223, -2.2776, 1.5366], [1.8653, -3.4591, 1.7665], [1.0444, -4.6198, 2.3260], [-0.0840, -4.8821, 1.5151], [-0.5859, -6.1563, 1.7916], [2.4725, -1.7195, -2.9363], [1.2181, -0.4114, -2.5675], [0.7078, -1.9847, -3.0790], [2.7873, -0.4215, -0.7487], [3.2997, -2.0884, -0.3731], [1.1812, -0.3114, 0.9155], [2.5806, -0.8141, 1.7629], [0.8080, -1.9246, 2.4679], [2.6714, -3.2658, 2.4902], [2.3299, -3.8507, 0.8606], [0.6582, -4.3806, 3.3282], [1.6797, -5.5107, 2.4117], [-1.3757, -6.4446, 1.0999], [-0.9839, -6.2160, 2.8113], [0.1984, -6.9165, 1.6737], [-2.9891, 6.0406, 0.0814], [-3.0278, 4.5468, -0.2354], [-3.9018, 4.1486, -1.4020], [-1.6678, 4.1723, -0.4947], [-3.9932, 6.3542, 0.3922], [-2.8238, 6.5388, -0.8787], [-2.2835, 6.2902, 0.8627], [-3.3064, 4.0179, 0.6836], [-4.9428, 4.4704, -1.2675], [-3.9433, 3.0696, -1.5318], [-3.5422, 4.6561, -2.2996], [-1.6469, 3.1932, -0.4096]]}

{"formula": "C4H11NO2", "method": "ωB97M-V/def2-TZVPD", "homo_ev": -9.3, "e_above_lowest_kj_mol": 319.5, "orbital_gap_ev": 10.233, "species": ["C", "C", "O", "C", "C", "O", "N", "H", "H", "H", "H", "H", "H", "H", "H", "H", "H", "H"], "positions_angstrom": [[0.4677, 1.1581, -1.6397], [0.5381, 0.8940, -0.1546], [2.0241, 0.5514, 0.2184], [0.0198, -0.4142, 0.3172], [0.0826, -0.6823, 1.8058], [-1.4856, -0.0996, -0.0622], [-2.2620, -1.2024, -0.4362], [1.0447, 2.0497, -1.8807], [0.8805, 0.3234, -2.2033], [-0.5705, 1.2909, -1.9365], [0.1842, 1.7279, 0.4585], [2.4760, 1.3947, 0.3420], [0.3738, -1.2528, -0.2925], [-0.4943, -1.5738, 2.0491], [-0.3275, 0.1552, 2.3677], [1.1202, -0.8228, 2.0969], [-1.9014, -1.5652, -1.3219], [-2.1703, -1.9323, 0.2723]]}